32
Properties=species:S:1:pos:R:3:forces:R:3:lowdin_charge:R:1 method="wB97M-V/def2-TZVPD" homo_ha="-0.0238 / 0.0636" multiplicity=1 orbital_gap_ev="5.5 / 3.1" charge=-2 e_lumo_ev="4.856 / 4.857"
C -0.48941 0.84142 -3.55733 0.132 0.646 0.361 -0.29
C 0.92704 0.96216 -3.31964 -0.171 0.788 0.001 -0.23
C 1.13568 2.00840 -2.37522 -1.087 -0.100 -0.557 -0.18
C -0.14820 2.54081 -2.00355 0.107 -1.512 -1.667 -0.18
C -1.15679 1.81737 -2.72169 1.855 0.228 -0.057 -0.20
Mg -0.52051 -0.81219 -2.00472 -1.744 3.164 -0.041 0.49
N -3.30435 -0.72819 -2.44183 0.301 -0.930 0.276 -0.28
C 0.52931 -2.55418 -2.19901 -3.031 -2.306 -1.525 -0.36
C 1.74199 -2.05359 -2.56121 3.999 1.613 -1.392 -0.26
H 2.09622 2.40631 -2.05143 -0.170 -0.311 0.084 0.06
H 1.70313 0.39188 -3.84425 -0.412 0.342 0.389 0.06
H -0.31264 3.37080 -1.35038 -0.121 0.233 0.441 0.05
H -2.21100 2.01539 -2.71780 -0.267 -0.189 0.151 0.05
H -0.96992 0.23434 -4.34176 0.231 0.307 0.490 0.08
H 2.11998 -1.69031 -3.55960 -1.236 -0.797 0.641 0.02
H -0.05748 -2.31272 -1.35330 0.801 -1.346 2.311 -0.07
H -3.93525 -1.55071 -2.20230 0.718 0.685 -0.161 -0.27
H 2.58368 -1.81502 -1.90280 -0.658 -0.227 0.568 0.01
H -0.28880 -2.75092 -2.93292 0.951 -0.433 -0.428 0.02
C -0.06575 -0.39415 0.09037 -0.123 0.431 1.062 0.00
C 0.04124 -0.18283 1.30394 -0.100 -0.164 -0.739 -0.17
C 0.07323 -0.03643 2.72446 -0.036 -0.136 0.012 -0.27
C -0.99950 0.58301 3.41575 0.252 -0.129 0.109 -0.05
C -1.01801 0.61433 4.80926 0.195 -0.066 -0.132 -0.13
C 0.02877 0.04695 5.54759 0.022 0.012 -0.251 -0.15
C 1.11111 -0.53623 4.87656 -0.159 0.131 -0.145 -0.13
C 1.14288 -0.57358 3.48288 -0.256 0.147 0.167 -0.06
H -1.81773 1.01787 2.83319 0.342 -0.221 0.194 0.11
H -1.86073 1.08276 5.32545 0.248 -0.144 -0.125 0.09
H 0.00227 0.06111 6.63339 0.009 0.011 -0.080 0.07
H 1.93748 -0.97051 5.44532 -0.234 0.118 -0.128 0.09
H 1.98204 -1.03336 2.95263 -0.360 0.155 0.171 0.11

=====

18
Properties=species:S:1:pos:R:3:forces:R:3:lowdin_charge:R:1 method="wB97M-V/def2-TZVPD" homo_ha=-0.5669 multiplicity=1 orbital_gap_ev=1.9 charge=+2 e_lumo_ev=-13.516
Al 1.01848 1.59767 -1.05276 0.110 0.123 -0.108 0.99
C -2.44291 -2.93117 1.60855 2.102 3.671 -2.272 0.00
O -1.69152 -1.73833 1.66673 -2.710 -4.430 -0.133 0.20
H -3.34618 -2.85295 2.21360 -0.680 0.405 1.419 0.18
H -2.69421 -3.41211 0.66321 0.479 0.737 -0.502 0.12
H -2.00795 -3.71551 2.22801 0.720 -0.495 1.561 0.19
C 1.37112 -2.30897 -5.64693 0.266 0.096 0.840 -0.10
O 0.98280 -2.04855 -4.28464 -0.161 0.201 -0.130 -0.11
H 1.96170 -1.43640 -5.92608 -0.047 -0.263 -0.286 0.09
H 1.95913 -3.22656 -5.66620 0.160 0.081 -0.259 0.09
H 0.51471 -2.43173 -6.30996 -0.169 0.102 0.023 0.09
H 0.75592 -2.87302 -3.84834 -0.050 -0.193 -0.138 0.08
C 0.72165 4.84919 4.08428 0.388 1.936 0.445 -0.15
O 0.52379 3.66176 3.39109 0.309 -0.382 -0.034 -0.05
H 1.28252 4.85455 5.01889 0.075 -1.160 0.534 0.10
H 1.35041 5.56502 3.55481 -0.379 -0.266 -0.833 0.09
H -0.21670 5.32906 4.36237 -0.289 0.071 -0.177 0.10
H -0.04278 3.11806 3.94337 -0.124 -0.236 0.050 0.09

=====

55
Properties=species:S:1:pos:R:3:forces:R:3:lowdin_charge:R:1 method="wB97M-V/def2-TZVPD" homo_ha=-0.2151 multiplicity=1 orbital_gap_ev=7.7 charge=-1 e_lumo_ev=1.814
Rb -0.24154 0.94206 -0.34917 -0.519 -0.524 0.188 1.04
C -1.35605 -3.99199 0.78378 0.019 -0.035 -0.113 -0.16
N -2.10719 -2.77094 0.62894 -0.136 -0.022 0.096 -0.05
C -3.14807 -2.83823 -0.36683 0.046 0.002 -0.048 -0.16
C -3.74548 -1.48490 -0.58281 -0.008 0.113 0.010 -0.31
N -3.06421 -0.37955 -0.60852 0.168 -0.009 -0.036 0.13
C -3.98352 0.62302 -0.89138 -0.165 -0.042 -0.016 -0.22
C -3.79431 1.99456 -1.05343 -0.011 -0.028 -0.001 0.01
C -4.90741 2.76244 -1.33710 0.034 0.042 0.002 -0.08
C -6.18229 2.19374 -1.45976 -0.017 -0.045 0.001 -0.10
C -6.38583 0.83373 -1.30907 -0.032 0.008 -0.016 -0.03
C -5.26387 0.06528 -1.02827 0.118 0.087 0.024 -0.19
N -5.07812 -1.29017 -0.82514 0.005 -0.117 0.008 0.16
C -0.06885 -3.68070 1.47266 0.112 0.017 0.168 -0.32
N 0.47583 -2.50474 1.48365 -0.022 0.071 -0.124 0.18
C 1.67827 -2.65741 2.16673 0.085 -0.146 0.099 -0.20
C 2.67141 -1.72203 2.45012 -0.035 -0.032 -0.078 0.02
C 3.77136 -2.16639 3.15995 0.035 0.063 0.007 -0.08
C 3.89680 -3.49760 3.57945 -0.043 -0.045 -0.007 -0.11
C 2.92484 -4.44055 3.29375 0.016 0.010 -0.001 -0.04
C 1.82227 -3.99127 2.57829 -0.036 0.119 -0.012 -0.20
N 0.68018 -4.62762 2.12102 -0.059 -0.027 -0.057 0.15
H -1.10816 -4.47213 -0.18066 -0.067 0.024 -0.014 0.13
H -1.93906 -4.72069 1.35868 0.053 -0.019 0.030 0.12
H -1.46920 -1.99938 0.46942 -0.075 0.043 -0.024 0.08
H -3.92485 -3.53732 -0.03815 -0.019 0.019 0.003 0.12
H -2.78349 -3.20678 -1.34188 -0.011 -0.021 -0.004 0.13
H -2.81239 2.44545 -0.97641 -0.015 0.026 -0.016 0.10
H -4.79045 3.82913 -1.47380 0.009 -0.001 0.002 0.11
H -7.02633 2.83321 -1.68346 -0.002 0.002 0.001 0.10
H -7.37089 0.39616 -1.41146 0.001 0.000 0.003 0.10
H -5.78277 -2.00465 -0.81552 -0.018 0.019 -0.010 0.16
H 2.59249 -0.70734 2.07798 0.009 0.026 0.004 0.09
H 4.56868 -1.46994 3.38451 -0.006 0.006 -0.014 0.10
H 4.77998 -3.79753 4.12934 0.000 -0.004 0.001 0.09
H 3.02529 -5.47248 3.60624 0.006 0.002 0.005 0.10
H 0.44748 -5.59847 2.22074 0.006 0.004 0.015 0.15
O 2.30614 0.92421 0.54521 0.245 0.181 0.169 -0.48
S 2.94530 0.90919 -0.77250 -0.228 0.374 -0.257 0.40
O 4.22970 0.24066 -0.78102 -0.037 -0.060 0.007 -0.35
O 2.01757 0.45846 -1.80567 0.221 -0.043 -0.082 -0.46
C 3.32530 2.66462 -1.18474 0.131 -0.091 0.126 -0.18
C 4.69340 2.85609 -1.36597 0.055 0.019 0.012 -0.08
C 5.25072 4.09155 -1.65865 -0.026 -0.014 0.004 -0.09
C 4.42497 5.19067 -1.76941 -0.053 -0.043 0.020 -0.09
C 3.05870 5.02337 -1.59983 0.074 0.054 -0.028 -0.08
C 2.47676 3.79005 -1.31736 -0.128 0.095 -0.083 -0.18
S 0.64633 3.92624 -1.21512 0.024 -0.431 0.052 0.40
O 0.34816 5.30469 -1.54560 0.028 -0.016 -0.018 -0.35
O 0.11278 2.95556 -2.17240 0.126 0.220 -0.077 -0.46
O 0.28759 3.56077 0.15643 0.158 0.181 0.080 -0.47
H 5.33419 1.99308 -1.26589 -0.024 -0.012 0.000 0.09
H 6.32275 4.17420 -1.79232 0.000 0.028 0.000 0.09
H 4.81894 6.17534 -1.99013 0.029 -0.007 -0.003 0.09
H 2.40019 5.87326 -1.69745 -0.019 -0.019 0.000 0.09

=====

42
Properties=species:S:1:pos:R:3:forces:R:3:lowdin_charge:R:1 method="wB97M-V/def2-TZVPD" homo_ha=-0.3566 smiles="CCCO[C@@](C#N)(OCC)[C@](Br)(C#N)CC(=O)c1ccccc1" multiplicity=1 orbital_gap_ev=9.6 e_lumo_ev=-0.115
C 4.55904 -0.17049 2.19127 0.545 -0.270 -0.867 -0.10
C 4.21425 -0.74147 0.78571 -0.406 0.657 -0.170 -0.20
C 2.68647 -0.92589 0.58229 1.332 -0.256 0.525 -0.17
O 2.42618 -0.64181 -0.80877 -0.714 -0.028 0.436 -0.07
C 1.13450 -0.20995 -1.07592 0.150 1.152 -1.008 -0.57
C 0.83408 -0.68699 -2.51019 -0.710 -1.540 0.257 -0.17
N 0.46041 -1.35866 -3.37933 0.582 1.160 0.778 0.22
O 0.17142 -0.58899 -0.16730 0.330 -0.373 -0.699 -0.07
C -0.30867 -1.93378 -0.32177 -1.505 -0.807 1.011 -0.20
C -1.69572 -2.01424 -1.02946 0.941 -0.878 -0.324 -0.05
C 1.03913 1.37044 -1.15052 -0.247 0.533 -0.217 -0.62
Br 2.20866 1.89640 -2.66771 0.024 0.045 0.492 0.87
C 1.55207 2.03643 0.07529 0.920 -0.706 0.637 -0.21
N 2.07217 2.34572 1.06495 -0.826 -0.103 -1.267 0.22
C -0.39293 1.85603 -1.50698 -0.439 0.718 -0.083 -0.10
C -1.22817 2.35485 -0.30610 -0.817 -1.067 0.990 -0.33
O -1.11809 3.43766 0.19967 0.580 0.232 -0.473 0.14
C -2.31614 1.41264 0.25134 0.504 0.555 -0.880 -0.16
C -2.12987 0.58159 1.34346 -0.414 0.007 -0.102 -0.03
C -3.20670 -0.22497 1.71920 0.416 -0.197 0.626 -0.09
C -4.41953 -0.19010 1.05519 -0.590 -0.098 -0.477 -0.10
C -4.60465 0.65774 -0.04087 0.318 -0.114 0.477 -0.07
C -3.53807 1.45835 -0.41731 -0.247 0.095 -0.525 -0.04
H 4.45869 0.92254 2.12992 -0.318 -0.369 0.413 0.06
H 5.62657 -0.36192 2.38131 -0.383 -0.016 0.183 0.07
H 3.95474 -0.61072 2.99412 0.167 0.226 -0.147 0.07
H 4.79394 -1.63096 0.50674 -0.289 0.089 0.254 0.11
H 4.49281 0.04459 0.06161 0.009 -0.395 0.166 0.11
H 2.20274 -0.23922 1.28760 -0.225 -0.114 -0.526 0.11
H 2.35912 -1.95663 0.78999 0.073 0.311 0.046 0.13
H 0.42475 -2.63105 -0.74964 0.021 0.655 -0.186 0.13
H -0.49182 -2.30330 0.70304 0.366 0.287 -0.260 0.13
H -2.51010 -2.15619 -0.31042 0.191 0.516 -0.191 0.06
H -1.65907 -2.94083 -1.63076 -0.188 0.433 0.046 0.08
H -1.86196 -1.18322 -1.72374 -0.095 -0.155 0.324 0.07
H -0.29067 2.71092 -2.19245 -0.037 -0.182 0.370 0.11
H -0.99489 1.10697 -2.04228 0.537 -0.089 0.194 0.12
H -1.18227 0.57086 1.88072 -0.257 -0.087 -0.132 0.12
H -3.08589 -0.90502 2.56466 -0.050 0.200 -0.185 0.11
H -5.24193 -0.84182 1.35720 0.314 0.164 0.050 0.11
H -5.54956 0.70325 -0.58226 0.247 -0.049 0.203 0.11
H -3.67630 2.12974 -1.26985 0.191 -0.141 0.243 0.12